[1]
The following is a quantum chemistry calculation of a cluster of 3 separate species, C15H35BFN2O7P in total in a non-equilibrium geometry, from the Open Molecules 2025 dataset.

CARTESIAN COORDINATES (ANGSTROEM)
C -0.305 -0.898 -3.206
C -0.964 -0.419 -4.529
P -2.086 1.014 -4.079
C -2.512 1.972 -5.642
C -3.663 0.264 -3.382
O -3.555 -0.700 -2.367
C -4.401 1.485 -2.704
F -3.615 2.080 -1.814
O -5.556 0.826 -2.171
C -6.002 0.058 -3.236
O -7.080 -0.311 -3.308
C -4.838 -0.144 -4.289
B -4.780 -1.590 -4.958
O -3.950 -2.602 -4.458
O -5.506 -1.874 -6.073
H 0.592 -1.499 -3.387
H -0.017 -0.019 -2.611
H -1.032 -1.452 -2.600
H -1.505 -1.242 -5.014
H -0.152 -0.067 -5.178
H -2.627 1.262 -6.469
H -3.435 2.521 -5.434
H -1.666 2.645 -5.788
H -2.986 -0.359 -1.659
H -4.865 2.137 -3.459
H -5.083 0.610 -5.055
H -4.493 -3.198 -3.920
H -5.263 -2.766 -6.366
C 3.452 -0.741 1.862
C 3.939 -0.120 0.557
C 2.829 0.070 -0.489
O 2.420 -1.117 -1.146
C 1.515 -1.924 -0.414
N 5.048 -0.926 0.033
H 3.299 -1.818 1.782
H 4.189 -0.587 2.652
H 2.516 -0.285 2.192
H 4.328 0.874 0.799
H 3.221 0.717 -1.280
H 1.961 0.590 -0.061
H 0.825 -1.325 0.187
H 2.060 -2.626 0.222
H 0.936 -2.510 -1.128
H 5.443 -0.455 -0.777
H 4.647 -1.778 -0.354
C 2.040 1.074 7.990
C 2.426 0.002 6.975
C 3.238 0.539 5.785
O 2.475 1.253 4.825
C 2.191 2.596 5.174
N 1.210 -0.692 6.536
H 1.203 1.686 7.653
H 1.734 0.610 8.929
H 2.883 1.735 8.206
H 3.060 -0.722 7.496
H 3.654 -0.318 5.247
H 4.093 1.140 6.120
H 3.014 3.056 5.728
H 1.268 2.656 5.754
H 2.035 3.156 4.252
H 1.475 -1.476 5.944
H 0.716 -0.066 5.904

Calculated values
* total charge: 0
* SMILES: CCP(C)[C@@]1(O)[C@H](F)OC(=O)[C@@H]1B(O)O.COC[C@@H](C)N.COC[C@@H](C)N
* E_LUMO: 0.331 eV

***

[2]
The following is a quantum chemistry calculation of a structure of composition C40H114F6O28PV in a non-equilibrium geometry, from the Open Molecules 2025 dataset.

CARTESIAN COORDINATES (ANGSTROEM)
V 1.415 1.234 -3.459
P -0.458 1.179 -0.206
F 0.039 2.708 0.008
F -0.092 1.419 -1.945
F 1.076 0.679 -0.129
F -1.024 -0.192 -0.536
F -0.699 1.016 1.371
F -1.973 1.789 -0.454
C 0.830 1.774 5.688
C 0.789 2.426 7.039
C 1.187 3.929 7.016
O -0.574 2.399 7.571
H 1.812 1.976 5.304
H -0.001 2.139 5.070
H 0.719 0.701 5.812
H 1.414 1.927 7.792
H 0.383 4.502 6.536
H 2.140 3.956 6.407
H 1.504 4.290 7.999
H -0.952 1.570 7.305
C 4.409 -2.683 -3.642
C 4.041 -2.788 -5.060
C 4.311 -4.147 -5.623
O 2.631 -2.401 -5.124
H 3.973 -1.804 -3.222
H 5.488 -2.665 -3.402
H 3.931 -3.526 -3.153
H 4.534 -2.083 -5.713
H 5.323 -4.336 -5.309
H 4.268 -4.149 -6.712
H 3.616 -4.863 -5.152
H 2.232 -2.673 -5.955
C -4.052 -2.367 -2.389
C -5.180 -2.197 -3.425
C -5.243 -0.773 -4.006
O -5.123 -3.268 -4.361
H -3.979 -1.539 -1.713
H -3.063 -2.483 -2.833
H -4.177 -3.268 -1.766
H -6.152 -2.304 -3.005
H -4.305 -0.488 -4.482
H -5.434 -0.220 -3.092
H -6.088 -0.608 -4.691
H -4.252 -3.349 -4.791
C 3.240 3.380 0.754
C 2.364 4.589 0.885
C 3.011 5.524 1.905
O 2.214 5.104 -0.421
H 3.160 2.759 1.659
H 4.274 3.715 0.627
H 2.884 2.885 -0.120
H 1.386 4.197 1.206
H 3.896 5.958 1.470
H 3.314 4.963 2.793
H 2.330 6.334 2.199
H 1.923 6.053 -0.392
C 1.176 -2.527 -0.009
C 0.282 -3.334 -0.904
C 1.098 -4.250 -1.895
O -0.542 -4.173 -0.085
H 1.747 -3.190 0.696
H 0.571 -1.754 0.506
H 1.944 -1.993 -0.547
H -0.395 -2.699 -1.495
H 1.998 -4.672 -1.448
H 1.575 -3.588 -2.633
H 0.388 -4.950 -2.293
H -0.043 -4.390 0.713
C 0.380 -2.257 5.982
C 1.492 -3.082 5.318
C 1.033 -3.581 3.912
O 2.742 -2.457 5.329
H 0.201 -1.339 5.396
H 0.591 -1.998 7.019
H -0.534 -2.878 5.920
H 1.627 -4.038 5.852
H 0.632 -2.853 3.248
H 0.303 -4.397 4.020
H 1.886 -4.136 3.381
H 2.742 -1.727 4.730
C -3.467 2.691 -3.146
C -2.734 4.021 -3.056
O -2.087 4.253 -4.321
O -2.489 1.734 -3.418
H -4.214 2.733 -3.995
H -4.030 2.465 -2.237
H -2.012 4.021 -2.234
H -3.387 4.879 -2.813
H -2.610 4.862 -4.846
H -1.984 1.582 -2.575
C -6.754 1.664 0.976
C -5.777 2.192 1.926
O -5.474 1.151 2.853
O -6.346 0.466 0.327
H -6.912 2.409 0.161
H -7.750 1.577 1.412
H -6.285 3.032 2.467
H -4.884 2.592 1.386
H -4.795 1.514 3.424
H -7.119 -0.113 0.337
C -3.573 -6.071 -3.146
C -2.242 -5.260 -3.077
O -1.990 -4.737 -4.356
O -3.361 -6.982 -4.241
H -4.423 -5.415 -3.279
H -3.754 -6.648 -2.238
H -1.511 -6.044 -2.904
H -2.295 -4.480 -2.348
H -1.922 -5.490 -4.973
H -2.797 -7.676 -3.922
C 0.916 4.620 -3.749
C 1.066 4.610 -5.238
O 2.243 3.968 -5.751
O 0.848 3.357 -3.151
H 0.069 5.197 -3.511
H 1.775 5.185 -3.295
H 1.047 5.665 -5.525
H 0.222 4.161 -5.757
H 2.148 3.611 -6.684
H 0.095 3.201 -2.534
C 6.455 -2.760 -0.021
C 5.851 -4.023 0.491
O 4.548 -3.926 0.990
O 6.534 -1.783 1.060
H 5.765 -2.233 -0.747
H 7.418 -2.901 -0.545
H 6.529 -4.503 1.211
H 5.792 -4.707 -0.357
H 4.529 -3.343 1.752
H 7.316 -1.878 1.652
C 4.348 1.176 -2.702
C 4.308 1.903 -4.007
O 3.039 1.595 -4.699
O 3.047 1.400 -2.151
H 5.269 1.500 -2.181
H 4.395 0.088 -2.904
H 5.147 1.635 -4.670
H 4.364 2.929 -3.845
H 2.805 2.455 -5.080
H 3.128 1.430 -1.184
C -1.276 3.522 3.143
C -2.341 3.992 2.137
O -2.421 5.425 1.995
O -1.614 4.052 4.415
H -0.244 3.846 2.897
H -1.305 2.414 3.149
H -3.243 3.663 2.633
H -2.344 3.508 1.156
H -2.544 5.766 2.913
H -0.885 3.921 5.041
C -4.174 -2.052 2.245
C -2.842 -2.400 2.797
O -2.420 -3.694 2.439
O -4.107 -2.039 0.830
H -4.430 -1.052 2.629
H -4.902 -2.836 2.588
H -2.807 -2.209 3.861
H -2.091 -1.679 2.398
H -2.293 -3.629 1.486
H -5.041 -1.870 0.644
C -0.360 -0.290 -5.175
C -0.085 -1.044 -3.867
O 1.308 -0.833 -3.444
O -0.204 1.162 -4.893
H -1.356 -0.506 -5.567
H 0.433 -0.455 -5.905
H -0.312 -2.118 -3.877
H -0.710 -0.608 -3.075
H 1.828 -1.457 -4.036
H -1.047 1.442 -4.426
C -3.927 1.759 6.077
C -3.605 0.246 6.126
O -2.263 -0.025 6.196
O -3.636 2.267 4.849
H -3.400 2.195 6.891
H -4.978 1.891 6.269
H -4.021 -0.143 5.191
H -4.159 -0.226 6.939
H -2.147 -0.881 6.592
H -2.855 2.815 4.816
C 4.702 0.325 2.107
C 3.438 -0.433 1.668
O 2.693 -0.657 2.827
O 5.470 0.826 1.017
H 5.256 -0.326 2.822
H 4.370 1.175 2.715
H 3.618 -1.360 1.177
H 2.939 0.223 0.959
H 1.869 -0.120 2.775
H 6.292 0.317 0.994

Calculated values
* total charge: +1
* E_LUMO (spin up / spin down): -2.150 / -2.153 eV
* multiplicity: 4

***

[3]
The following is a quantum chemistry calculation of the ion C4H6N with charge +1 in a non-equilibrium geometry, from the Open Molecules 2025 dataset.

CARTESIAN COORDINATES (ANGSTROEM)
C 2.252 -0.154 0.378
C -0.603 1.528 -0.446
C -0.193 0.263 -0.057
C -0.945 -1.078 0.055
N 1.140 0.031 0.171
H 3.290 -0.198 0.677
H 0.047 2.453 -0.323
H -1.569 1.422 -0.867
H -1.480 -1.196 -0.915
H -0.226 -1.916 0.395
H -1.712 -1.156 0.933

Calculated values
* energy relative to the best compared isomer or geometry (same formula, charge and spin): 1.514 eV
* total charge: +1
* SMILES: C#[N+]C(=C)C
* E_LUMO: -5.462 eV

***

[4]
The following is a quantum chemistry calculation of an isolated molecule of C3H4OS2 in a non-equilibrium geometry, from the Open Molecules 2025 dataset.

CARTESIAN COORDINATES (ANGSTROEM)
C -0.831 -0.420 -0.295
C 0.401 0.176 0.560
C 1.750 -0.046 0.169
O -1.911 0.375 -0.065
S 1.185 1.604 -0.040
S 2.936 -1.063 -0.015
H -0.415 -0.437 -1.261
H -0.970 -1.459 0.070
H 0.075 0.248 1.646
H -2.219 1.022 -0.768

Calculated values
* energy relative to the best compared isomer or geometry (same formula, charge and spin): 2.171 eV
* total charge: 0
* SMILES: OC[C@@H]1SC1=S
* E_LUMO: -0.353 eV